[1]
Formula: C40H38BNO2P2Rh
Source: OMol25
Level of theory: the ωB97M-V functional and the def2-TZVPD basis

```
85
Properties=species:S:1:pos:R:3:forces:R:3
Rh -0.07402 0.34078 -0.79188 1.779 -0.495 -1.519
C 1.68068 -2.19982 -1.55748 -0.557 0.027 0.312
P -0.17652 -1.84562 -1.75288 1.381 -2.795 0.142
C -0.43772 -2.34932 -3.49088 -0.223 0.641 0.074
C -0.07372 -3.61692 -3.94048 0.148 0.031 0.141
C -0.40572 -4.02052 -5.22088 0.036 -0.048 -0.032
C -1.06182 -3.15432 -6.08288 0.002 0.036 0.083
C -1.37492 -1.87542 -5.65748 -0.078 0.035 -0.189
C -1.07642 -1.47942 -4.36578 0.053 -0.041 0.168
C -0.97772 -3.15822 -0.77668 -0.291 0.363 -0.112
C -1.69512 -4.22862 -1.30418 0.028 0.057 0.022
C -2.35912 -5.08972 -0.44588 -0.051 -0.100 0.002
C -2.34542 -4.87312 0.92152 0.040 -0.004 0.018
C -1.63162 -3.80762 1.44592 0.016 -0.047 0.100
C -0.94642 -2.95632 0.60302 -0.030 0.031 -0.284
C 2.29658 -1.02152 -2.19678 1.215 -1.049 -1.544
C 3.08338 -0.83812 -3.35998 -0.984 -1.329 1.859
C 3.06168 0.51608 -3.64548 -1.175 1.847 1.144
C 2.25688 1.13188 -2.65408 1.038 0.465 -1.947
C 1.72938 2.50638 -2.48928 -0.415 0.077 0.453
P -0.10092 2.36108 -2.01498 1.664 2.336 0.872
C -1.00032 2.69588 -3.56478 -0.378 -0.951 0.405
C -2.08552 1.88688 -3.88378 0.086 0.071 0.133
C -2.76622 2.07658 -5.07338 -0.108 -0.033 -0.117
C -2.38512 3.09948 -5.92708 -0.060 -0.096 0.038
C -1.35792 3.96028 -5.56968 0.039 -0.007 -0.014
C -0.65932 3.76008 -4.39388 0.192 -0.022 0.177
C -0.45532 3.85228 -1.04098 -0.204 -0.083 0.019
C -1.62322 4.58198 -1.25928 0.174 -0.086 -0.079
C -1.93862 5.64428 -0.43248 -0.046 0.059 0.155
C -1.10462 5.96768 0.62712 -0.122 0.029 -0.045
C 0.04448 5.22828 0.86402 0.009 0.078 0.061
C 0.36458 4.16728 0.04102 -0.062 -0.071 -0.172
N 1.86258 0.18978 -1.77598 -3.080 0.212 1.643
H 1.85608 -2.20422 -0.47538 0.092 -0.211 -0.105
H 1.98418 -3.15202 -1.99398 -0.111 0.101 0.046
H 0.45788 -4.29462 -3.28848 -0.004 -0.097 0.060
H -0.16212 -5.01922 -5.54988 0.095 -0.077 -0.006
H -1.32522 -3.48152 -7.07808 0.007 0.018 -0.061
H -1.86242 -1.18862 -6.33208 -0.062 0.095 -0.053
H -1.33702 -0.48872 -4.02798 -0.030 0.058 -0.068
H -1.75092 -4.39362 -2.37148 -0.034 0.030 0.062
H -2.90072 -5.93362 -0.84508 -0.082 -0.042 -0.078
H -2.89672 -5.52862 1.57772 -0.026 -0.087 0.060
H -1.62042 -3.63242 2.50872 0.009 0.014 0.195
H -0.39562 -2.11222 0.99702 -0.071 -0.163 0.103
H 3.60738 -1.60212 -3.90408 0.010 -0.171 0.002
H 3.55578 1.00398 -4.46268 0.088 0.223 -0.089
H 2.21708 2.99988 -1.64088 -0.116 0.127 -0.131
H 1.87218 3.11498 -3.38288 -0.106 -0.031 0.096
H -2.40302 1.12888 -3.17508 -0.029 -0.060 -0.137
H -3.58722 1.42498 -5.33358 -0.092 -0.012 -0.019
H -2.89532 3.23458 -6.86818 -0.088 0.044 -0.060
H -1.09832 4.78558 -6.21468 0.049 0.068 -0.041
H 0.12398 4.44608 -4.10458 0.120 0.017 -0.048
H -2.28612 4.31738 -2.07068 -0.031 0.041 -0.066
H -2.84592 6.20658 -0.60428 -0.007 0.035 0.001
H -1.36702 6.78528 1.28052 0.022 0.100 0.058
H 0.68128 5.47428 1.70032 0.063 0.010 0.059
H 1.23518 3.56228 0.24872 0.106 -0.008 0.085
C 0.02348 -1.02932 7.80532 0.162 -0.073 -0.081
C 1.30128 -1.17122 6.96282 -0.026 -0.115 0.282
C 1.53338 -2.66342 6.69992 -0.058 0.263 0.012
C 2.50238 -0.64202 7.75902 -0.147 -0.055 -0.152
C 1.10638 -0.37412 5.68252 0.058 0.209 -0.187
C 0.95478 1.02178 5.73542 0.101 -0.228 0.055
C 0.74378 1.81318 4.61792 -0.142 0.075 -0.432
C 0.64808 1.16908 3.39782 0.251 -1.473 1.076
O 0.37418 1.64168 2.15532 -0.525 0.255 -1.631
B 0.27718 0.53448 1.31292 0.872 0.727 0.145
O 0.56578 -0.61702 2.05602 -0.350 -0.150 -1.957
C 0.77518 -0.22442 3.33552 0.029 1.454 1.041
C 1.02208 -1.00382 4.44492 -0.103 0.016 -0.317
H 0.09438 -1.66152 8.68632 -0.011 -0.058 0.164
H -0.84452 -1.34272 7.22872 -0.120 -0.009 -0.020
H -0.12782 -0.00442 8.13322 -0.049 0.121 0.021
H 1.72898 -3.16832 7.64252 0.008 -0.030 0.102
H 2.39288 -2.82652 6.05392 0.091 -0.053 -0.097
H 0.65498 -3.12832 6.25882 -0.079 -0.100 -0.118
H 2.60488 -1.20362 8.68482 0.009 -0.054 0.099
H 2.38578 0.40578 8.01742 0.021 0.153 0.028
H 3.41938 -0.75962 7.18662 0.134 0.031 -0.049
H 0.99348 1.51418 6.69412 0.050 0.050 0.113
H 0.62638 2.88198 4.70062 -0.003 0.111 0.019
H 1.11948 -2.06742 4.32532 0.019 -0.222 0.051
```
Positions in Å, forces in eV/Å.

Computed properties:
highest occupied orbital energy (spin up / spin down)	-9.97 / -9.97	eV
charge	+1

These are the Mulliken partial charges, in e, on atoms 1 to 2: Rh -1.131; C -0.775

---

[2]
Formula: C40H38Cl5N2O7P4SSn
Source: OMol25
Level of theory: the ωB97M-V functional and the def2-TZVPD basis

```
98
Properties=species:S:1:pos:R:3:forces:R:3
Sn 1.11780 -0.42197 -0.61343 -0.552 -0.658 -1.917
C 3.16996 -2.04359 1.28074 0.047 -0.117 0.062
C 1.89869 -2.81090 1.01564 0.095 0.113 -0.225
C 0.68367 -1.87638 1.11073 0.519 0.515 1.099
C 0.78687 -1.10421 2.45058 -0.308 0.227 -0.083
C 2.02711 -0.19172 2.49782 -0.065 0.127 0.010
C 3.22000 -0.87296 1.90405 -0.002 -0.024 0.051
H 4.09122 -2.48106 0.91382 -0.009 0.032 -0.063
H 1.82751 -3.60602 1.77129 -0.124 0.104 0.082
H -0.24842 -2.43963 1.10410 -0.092 0.146 -0.502
H -1.08150 -1.02440 3.48750 0.025 -0.004 -0.035
H 1.84918 0.77140 2.00439 0.009 -0.017 0.016
H 4.17724 -0.37560 2.03161 -0.018 0.029 -0.054
Cl -2.01003 -2.49434 -1.06834 -0.091 0.124 0.028
C -1.98529 -0.99381 -1.94770 -0.041 -0.309 0.266
C -0.79257 -0.30739 -2.09264 0.662 -0.322 0.813
C -0.79591 0.78068 -2.90264 -0.372 0.618 0.129
Cl 0.95171 1.47976 -3.21997 0.385 1.343 -2.440
C -1.97070 1.38557 -3.37367 -0.206 0.112 -0.419
Cl -2.15310 2.91210 -4.16222 0.090 -0.050 -0.036
C -3.16667 0.67326 -3.19276 0.178 -0.068 0.081
Cl -4.66517 1.26815 -3.80741 0.044 0.054 -0.009
C -3.16607 -0.54757 -2.51677 -0.066 0.066 0.018
Cl -4.62930 -1.44318 -2.35078 0.037 -0.006 0.017
O 0.37499 5.01800 0.83390 -0.558 0.124 0.066
P 1.64750 4.30338 0.25533 -0.584 -0.467 -0.354
O 2.88525 4.80315 0.82594 -0.077 0.239 -0.002
O 1.31473 2.71517 0.26825 0.877 0.399 1.167
O 1.49965 4.18597 -1.37722 0.492 0.380 0.094
P 1.91191 2.56244 -1.32016 -0.576 -1.057 1.498
O 1.64288 0.11131 -2.81684 -0.221 -0.498 0.239
O 0.50883 2.86908 -3.79716 -0.128 -0.572 0.355
O 3.35632 2.38537 -1.46297 0.270 -0.094 -0.302
H -0.45372 4.53414 0.67191 0.142 0.116 -0.065
H 1.72717 1.37845 -4.32303 -0.382 -0.249 0.492
C -3.24562 -0.13059 2.81381 0.024 -0.156 -0.038
P -1.81670 0.15629 1.64803 -0.181 -0.002 0.052
C -0.49213 -0.28943 2.91546 0.222 -0.001 -0.080
C -0.14385 0.79766 3.89843 -0.054 -0.156 0.134
C 1.06321 0.95056 4.43246 0.037 0.046 -0.008
C 2.17907 0.02670 4.01499 -0.036 -0.065 0.031
C 1.84196 -1.36568 4.54276 0.097 0.011 -0.052
C 1.05928 -1.98788 3.67200 0.132 -0.085 -0.077
C -2.17519 1.97407 1.53513 0.271 0.022 -0.012
C -2.46356 2.40432 0.24364 0.106 0.171 -0.053
C -3.01101 3.65828 -0.00778 -0.042 0.012 0.122
C -3.27120 4.51767 1.05182 0.093 -0.053 -0.069
C -2.96975 4.11480 2.34866 -0.031 0.023 -0.064
C -2.44169 2.85583 2.58594 0.022 -0.032 0.002
P -4.89454 0.32477 2.08620 -0.088 0.012 -0.034
C -5.71323 0.91499 3.62208 0.008 0.088 0.013
C -5.88293 0.11689 4.75446 0.002 -0.006 0.011
C -6.45735 0.63473 5.90306 0.003 0.003 0.005
C -6.86791 1.96350 5.93962 0.012 -0.002 -0.009
C -6.70088 2.76712 4.82366 0.007 -0.003 0.015
C -6.12633 2.24237 3.67094 -0.028 0.006 -0.017
C -5.67306 -1.32951 1.93598 0.077 -0.071 0.078
C -4.92694 -2.42420 1.50539 -0.028 0.011 -0.004
C -5.51272 -3.67391 1.36563 -0.007 -0.017 -0.012
C -6.85654 -3.85027 1.66028 0.001 0.001 -0.002
C -7.61516 -2.76182 2.06981 -0.003 0.000 -0.032
C -7.03138 -1.51029 2.19395 -0.036 0.019 -0.033
H -3.09819 0.50515 3.69098 -0.034 -0.068 0.026
H -3.24971 -1.16916 3.15263 -0.008 0.007 -0.018
H -0.94973 1.42323 4.25375 0.009 -0.010 -0.005
H 1.24301 1.72206 5.17241 -0.009 -0.006 0.008
H 3.15839 0.40035 4.31432 0.009 -0.013 -0.039
H 2.15148 -1.73002 5.51357 -0.055 -0.006 0.016
H 0.59909 -2.96227 3.79604 -0.023 0.024 0.037
H -2.27841 1.73343 -0.57909 0.026 -0.152 -0.213
H -3.26460 3.93931 -1.02171 0.075 0.027 -0.035
H -3.70866 5.49160 0.87157 0.014 0.001 -0.004
H -3.16866 4.77747 3.18159 0.009 -0.001 0.009
H -2.26774 2.56500 3.61105 -0.035 0.027 0.006
H -5.56827 -0.92046 4.73106 -0.007 0.006 -0.004
H -6.58551 0.00371 6.77381 0.002 0.001 0.002
H -7.31541 2.36778 6.83892 -0.003 -0.001 0.000
H -7.01746 3.80230 4.84631 0.000 0.002 -0.003
H -5.99228 2.86902 2.79633 0.004 -0.003 0.005
H -3.87922 -2.30240 1.26673 0.103 -0.008 -0.063
H -4.91236 -4.50861 1.02558 -0.005 -0.001 0.002
H -7.31215 -4.82818 1.56916 0.000 0.003 -0.015
H -8.66655 -2.88806 2.29703 -0.004 0.007 -0.014
H -7.63762 -0.66840 2.50788 0.011 -0.016 0.032
C 3.46122 -5.23841 0.80322 -0.033 -0.019 -0.029
N 3.05536 -4.55510 -0.41723 0.046 0.116 0.114
C 1.99707 -3.52041 -0.35982 -0.005 -0.059 -0.113
S 2.41073 -2.30042 -1.64809 -0.101 0.171 0.146
N 0.69093 -4.05817 -0.71368 0.093 -0.157 0.216
C 0.21448 -5.17929 0.07530 0.002 -0.027 -0.052
H 3.93552 -4.60172 1.56140 0.000 0.005 0.011
H 4.17025 -6.02366 0.53483 -0.003 -0.001 0.004
H 2.60653 -5.72373 1.27330 0.002 -0.027 -0.001
H 3.85809 -4.17255 -0.89636 0.015 -0.022 0.022
H 0.72574 -4.30769 -1.69421 -0.063 0.067 -0.017
H 0.21444 -4.91816 1.13626 -0.030 -0.005 0.006
H 0.79748 -6.10194 -0.04983 0.015 0.009 0.023
H -0.81998 -5.39373 -0.20462 0.005 -0.008 -0.005
```
Positions in Å, forces in eV/Å.

Computed properties:
energy relative to the best compared isomer or geometry (same formula, charge and spin)	370.2	kcal/mol
highest occupied orbital energy (spin up / spin down)	-4.73 / -4.78	eV
charge	-1

These are the Mulliken partial charges, in e, on atoms 1 to 2: Sn 1.140; C -1.060